1.
The following is a quantum chemistry calculation of a 8-piece molecular cluster, C58H108F18N7O16PS6 overall in a non-equilibrium geometry, from OMol25.

Calculated values
- Total charge: +3
- Spin multiplicity: 2
- E_HOMO (alpha / beta): -0.470 / -0.470 Ha
- E_LUMO (alpha / beta): -0.348 / -0.358 hartree

Geometry (Å):
C (0.23, -8.90, 6.71)
C (-0.37, -7.96, 7.81)
C (-1.00, -6.67, 7.27)
C (0.02, -5.94, 6.33)
P (-0.30, -4.17, 5.98)
C (-0.09, -3.37, 7.64)
C (1.28, -3.55, 8.20)
C (1.80, -2.46, 9.04)
C (3.23, -2.88, 9.47)
C (-2.09, -3.82, 5.61)
C (-2.35, -3.98, 4.08)
C (-2.42, -5.45, 3.65)
C (-2.54, -5.65, 2.15)
C (0.77, -3.30, 4.79)
C (0.44, -1.81, 4.61)
C (1.20, -1.38, 3.35)
C (2.77, -1.47, 3.49)
H (1.29, -8.67, 6.61)
H (-0.26, -8.84, 5.74)
H (0.20, -9.95, 7.00)
H (0.30, -7.74, 8.64)
H (-1.10, -8.56, 8.35)
H (-1.27, -6.07, 8.14)
H (-1.91, -6.90, 6.71)
H (0.14, -6.44, 5.37)
H (0.99, -5.91, 6.83)
H (-0.88, -3.77, 8.27)
H (-0.28, -2.32, 7.43)
H (1.93, -3.72, 7.35)
H (1.23, -4.41, 8.86)
H (1.13, -2.09, 9.81)
H (1.95, -1.54, 8.47)
H (3.86, -3.10, 8.61)
H (3.20, -3.85, 9.97)
H (3.78, -2.19, 10.10)
H (-2.22, -2.78, 5.90)
H (-2.86, -4.22, 6.28)
H (-1.62, -3.41, 3.50)
H (-3.29, -3.50, 3.83)
H (-3.20, -6.04, 4.13)
H (-1.41, -5.84, 3.83)
H (-1.74, -5.17, 1.59)
H (-3.51, -5.23, 1.88)
H (-2.62, -6.69, 1.84)
H (0.75, -3.89, 3.87)
H (1.78, -3.38, 5.18)
H (0.64, -1.24, 5.51)
H (-0.62, -1.56, 4.48)
H (0.93, -0.35, 3.13)
H (0.84, -1.88, 2.45)
H (3.06, -1.28, 4.52)
H (3.35, -0.68, 3.00)
H (3.08, -2.49, 3.23)
C (-5.64, 0.12, 2.74)
C (-4.44, 0.95, 2.33)
C (-4.72, 1.35, 0.77)
C (-3.96, 2.57, 0.20)
C (-4.41, 3.75, 1.08)
C (-4.03, 3.53, 2.62)
N (-4.43, 2.18, 3.13)
O (-4.41, 2.09, 4.59)
C (-4.90, 4.62, 3.35)
C (-2.55, 3.65, 2.82)
C (-3.02, 0.33, 2.50)
H (-6.56, 0.69, 2.81)
H (-5.51, -0.36, 3.71)
H (-5.76, -0.69, 2.02)
H (-5.77, 1.60, 0.63)
H (-4.46, 0.47, 0.19)
H (-4.43, 2.71, -0.77)
H (-2.87, 2.49, 0.17)
H (-5.47, 3.87, 0.84)
H (-3.87, 4.64, 0.75)
H (-5.95, 4.46, 3.10)
H (-4.73, 5.65, 3.04)
H (-4.71, 4.57, 4.43)
H (-2.14, 3.39, 3.80)
H (-2.30, 4.71, 2.73)
H (-2.14, 3.05, 2.01)
H (-2.29, 1.00, 2.96)
H (-2.57, -0.14, 1.62)
H (-2.96, -0.50, 3.20)
C (-4.21, -0.28, -6.56)
C (-3.00, 0.41, -5.82)
C (-1.73, 0.41, -6.75)
C (-0.61, 1.28, -6.20)
C (-1.10, 2.75, -5.99)
C (-2.37, 2.92, -5.17)
N (-3.39, 1.81, -5.42)
O (-4.71, 2.07, -5.21)
C (-2.97, 4.21, -5.63)
C (-2.03, 2.95, -3.64)
C (-2.61, -0.47, -4.61)
H (-4.48, 0.30, -7.44)
H (-5.09, -0.28, -5.91)
H (-4.04, -1.31, -6.87)
H (-2.02, 0.72, -7.75)
H (-1.37, -0.60, -6.93)
H (0.14, 1.29, -6.99)
H (-0.26, 0.94, -5.23)
H (-1.15, 3.25, -6.95)
H (-0.40, 3.49, -5.61)
H (-3.18, 4.39, -6.68)
H (-2.42, 5.06, -5.22)
H (-3.95, 4.44, -5.20)
H (-2.79, 2.65, -2.92)
H (-1.67, 3.92, -3.30)
H (-1.10, 2.43, -3.40)
H (-2.09, 0.17, -3.90)
H (-1.95, -1.28, -4.94)
H (-3.43, -0.97, -4.10)
C (4.63, 8.40, -2.02)
C (5.24, 7.19, -1.30)
C (4.13, 6.10, -1.15)
C (4.70, 4.77, -0.53)
C (5.72, 4.17, -1.56)
C (6.85, 5.15, -2.04)
N (6.27, 6.55, -2.25)
O (7.01, 7.38, -3.02)
C (7.44, 4.62, -3.39)
C (8.01, 5.27, -1.04)
C (5.91, 7.60, 0.05)
H (5.36, 9.20, -2.11)
H (3.74, 8.72, -1.47)
H (4.32, 8.08, -3.01)
H (3.61, 5.86, -2.08)
H (3.36, 6.50, -0.48)
H (3.85, 4.10, -0.35)
H (5.00, 4.88, 0.51)
H (5.11, 3.83, -2.40)
H (6.14, 3.26, -1.13)
H (8.05, 3.74, -3.18)
H (8.21, 5.25, -3.84)
H (6.70, 4.49, -4.17)
H (7.57, 5.23, -0.04)
H (8.73, 6.07, -1.21)
H (8.69, 4.42, -1.04)
H (6.79, 8.19, -0.18)
H (6.23, 6.79, 0.70)
H (5.31, 8.20, 0.74)
C (4.89, -4.46, -0.91)
C (4.03, -3.19, -1.02)
C (4.99, -1.99, -1.18)
C (5.47, -1.70, -2.63)
C (4.24, -1.47, -3.46)
C (3.38, -2.74, -3.63)
N (3.02, -3.30, -2.20)
O (2.02, -4.28, -2.16)
C (4.10, -3.84, -4.52)
C (2.04, -2.26, -4.32)
C (3.14, -2.94, 0.22)
H (4.31, -5.34, -0.64)
H (5.63, -4.36, -0.11)
H (5.41, -4.75, -1.82)
H (5.94, -2.01, -0.64)
H (4.53, -1.06, -0.85)
H (6.08, -2.53, -3.00)
H (6.19, -0.88, -2.63)
H (4.56, -1.18, -4.46)
H (3.63, -0.67, -3.05)
H (5.09, -4.06, -4.12)
H (4.37, -3.45, -5.50)
H (3.55, -4.78, -4.61)
H (1.30, -3.05, -4.43)
H (2.34, -1.80, -5.26)
H (1.41, -1.54, -3.80)
H (2.54, -2.03, 0.15)
H (3.77, -2.92, 1.11)
H (2.38, -3.71, 0.38)
C (-4.73, -3.79, -3.25)
F (-5.72, -3.01, -3.51)
F (-3.80, -3.05, -2.49)
F (-5.14, -4.73, -2.43)
S (-3.98, -4.52, -4.84)
O (-3.56, -3.39, -5.68)
O (-2.83, -5.33, -4.51)
N (-5.30, -5.51, -5.39)
S (-5.77, -4.76, -6.64)
O (-6.09, -3.34, -6.47)
O (-5.09, -5.06, -7.89)
C (-7.62, -5.50, -6.79)
F (-7.49, -6.78, -6.93)
F (-8.32, -5.17, -5.66)
F (-8.18, -4.96, -7.86)
C (-0.99, -2.95, -0.15)
F (-2.00, -3.83, -0.47)
F (-1.25, -2.43, 1.03)
F (0.17, -3.64, -0.19)
S (-0.92, -1.55, -1.48)
O (-1.00, -2.19, -2.78)
O (-2.09, -0.63, -1.18)
N (0.64, -0.90, -1.20)
S (0.42, 0.35, -0.49)
O (-0.35, 1.32, -1.30)
O (0.00, 0.14, 0.89)
C (2.25, 1.06, -0.47)
F (2.05, 2.27, 0.02)
F (3.09, 0.36, 0.33)
F (2.78, 1.23, -1.66)
C (0.22, 4.89, -1.04)
F (0.81, 4.91, 0.08)
F (1.08, 4.28, -1.91)
F (-0.96, 4.22, -1.08)
S (-0.09, 6.74, -1.74)
O (1.20, 7.39, -1.92)
O (-0.78, 6.52, -2.98)
N (-0.98, 7.52, -0.41)
S (-2.42, 7.61, -0.96)
O (-2.60, 8.49, -2.15)
O (-3.10, 6.33, -1.07)
C (-3.33, 8.51, 0.55)
F (-3.13, 7.72, 1.61)
F (-2.74, 9.78, 0.66)
F (-4.62, 8.65, 0.28)


2.
The following is a quantum chemistry calculation of N4O12Pb3 as an isolated structure in a non-equilibrium geometry, from OMol25.

Calculated values
- Total charge: +2
- Spin multiplicity: 1
- E_HOMO: -0.530 Ha
- E_LUMO: -0.376 hartree

Geometry (Å):
Pb (-2.26, -0.98, -3.73)
Pb (1.02, -2.10, 1.04)
Pb (-0.01, 2.00, 1.65)
N (-0.99, -2.02, 3.52)
O (-1.07, -1.49, 2.37)
O (-1.92, -2.67, 4.17)
O (0.11, -2.67, 3.57)
N (-0.44, -0.35, -0.84)
O (-0.72, -1.62, -0.95)
O (-0.48, 0.11, 0.33)
O (-0.92, 0.27, -1.79)
N (-0.66, 2.36, -4.52)
O (-0.17, 2.24, -5.68)
O (-0.59, 3.46, -3.99)
O (-1.50, 1.51, -4.18)
N (2.63, 0.49, 2.29)
O (3.61, 0.79, 1.55)
O (1.50, 0.50, 1.75)
O (2.85, 0.16, 3.45)


3.
The following is a quantum chemistry calculation of CH16MnO11 as an isolated structure in a non-equilibrium geometry, from OMol25.

Calculated values
- Spin multiplicity: 6
- E_HOMO (alpha / beta): -0.348 / -0.348 Ha
- E_LUMO (alpha / beta): -0.185 / -0.184 hartree

Geometry (Å):
Mn (9.97, 29.25, -11.93)
C (8.11, 27.48, -11.97)
O (7.89, 28.63, -11.69)
O (9.32, 27.28, -12.18)
O (7.27, 26.58, -12.02)
O (6.36, 30.41, -10.75)
H (6.86, 31.22, -10.85)
H (6.92, 29.74, -11.14)
O (5.95, 25.24, -9.78)
H (5.12, 25.68, -9.97)
H (6.45, 25.32, -10.59)
O (5.66, 29.08, -13.91)
H (6.17, 29.52, -14.60)
H (6.02, 29.41, -13.09)
O (9.80, 25.10, -10.40)
H (9.71, 25.81, -11.04)
H (10.11, 24.35, -10.92)
O (5.34, 28.01, -9.96)
H (5.96, 27.55, -10.52)
H (5.61, 28.93, -10.00)
O (9.85, 26.13, -14.55)
H (9.49, 26.43, -13.72)
H (10.78, 26.00, -14.39)
O (5.80, 26.39, -14.32)
H (6.22, 26.16, -13.49)
H (5.78, 27.34, -14.32)
O (6.95, 23.81, -12.70)
H (7.81, 23.51, -12.97)
H (7.08, 24.73, -12.46)


4.
The following is a quantum chemistry calculation of a 2-piece molecular cluster, C7H18 overall in a non-equilibrium geometry, from OMol25.

Calculated values
- SMILES string: CC(C)C.CCC
- Spin multiplicity: 1
- E_HOMO: -0.404 Ha
- E_LUMO: 0.040 hartree

Geometry (Å):
C (0.62, -2.70, 1.34)
C (0.55, -1.29, 0.79)
C (1.38, -0.33, 1.70)
C (1.07, -1.25, -0.68)
H (0.15, -2.76, 2.33)
H (1.66, -3.01, 1.47)
H (0.07, -3.41, 0.72)
H (-0.47, -0.91, 0.75)
H (2.27, -0.92, 1.91)
H (1.55, 0.60, 1.16)
H (0.82, -0.20, 2.62)
H (0.20, -1.29, -1.30)
H (1.61, -0.32, -0.87)
H (1.67, -2.12, -0.92)
C (-2.34, 1.54, -0.60)
C (-0.88, 1.90, -0.40)
C (-0.22, 2.01, -1.82)
H (-2.55, 0.48, -0.77)
H (-2.96, 2.17, -1.24)
H (-2.83, 1.64, 0.40)
H (-0.64, 2.87, 0.02)
H (-0.42, 1.00, -0.01)
H (-0.68, 2.88, -2.28)
H (0.85, 2.22, -1.82)
H (-0.48, 1.20, -2.50)


5.
The following is a quantum chemistry calculation of one molecule with the formula C31H28BF8N3O in a non-equilibrium geometry, from OMol25.

Calculated values
- Spin multiplicity: 1
- E_HOMO: -0.312 Ha
- E_LUMO: -0.067 hartree

Geometry (Å):
C (3.43, 1.67, -1.89)
N (2.52, 2.03, -0.80)
C (1.84, 1.17, 0.00)
C (0.96, 1.89, 0.94)
C (1.46, 3.31, 0.76)
C (2.34, 3.36, -0.33)
C (2.81, 4.55, -0.88)
C (2.45, 5.76, -0.24)
C (1.64, 5.72, 0.90)
B (1.16, 7.17, 1.61)
F (0.37, 6.82, 2.70)
F (2.36, 7.77, 1.96)
F (0.45, 7.83, 0.61)
C (1.18, 4.50, 1.42)
H (3.81, 2.58, -2.38)
H (4.28, 1.10, -1.50)
H (2.92, 1.07, -2.67)
H (2.03, 0.10, -0.09)
H (1.07, 1.54, 2.07)
H (3.44, 4.56, -1.78)
H (2.85, 6.69, -0.64)
H (0.56, 4.45, 2.31)
C (0.71, -5.09, 1.41)
N (0.29, -3.98, 0.59)
C (0.26, -4.08, -0.77)
O (0.68, -5.03, -1.44)
C (-0.32, -2.76, -1.31)
C (-1.57, -2.95, -2.18)
C (-1.26, -3.79, -3.38)
C (-1.78, -5.08, -3.51)
F (-2.57, -5.58, -2.53)
C (-1.43, -5.90, -4.58)
F (-1.91, -7.15, -4.66)
C (-0.56, -5.42, -5.56)
F (-0.21, -6.21, -6.59)
C (-0.05, -4.12, -5.46)
F (0.79, -3.66, -6.40)
C (-0.41, -3.33, -4.37)
F (0.16, -2.10, -4.26)
N (-0.58, -2.01, -0.09)
C (-0.99, -0.72, -0.15)
C (-1.12, 0.09, 0.96)
C (-0.81, 1.53, 0.91)
C (-1.66, 2.35, 1.87)
C (-2.12, 3.64, 1.53)
C (-2.57, 4.53, 2.51)
C (-2.64, 4.13, 3.85)
C (-2.31, 2.82, 4.18)
C (-1.88, 1.92, 3.19)
C (-0.27, -2.75, 1.15)
C (-1.55, -3.05, 1.93)
C (0.74, -2.08, 2.08)
H (1.10, -5.89, 0.78)
H (1.49, -4.76, 2.10)
H (-0.12, -5.48, 2.00)
H (0.45, -2.28, -1.94)
H (-2.34, -3.43, -1.57)
H (-1.91, -1.95, -2.47)
H (-1.00, -0.31, -1.18)
H (-1.49, -0.37, 1.90)
H (-1.14, 1.87, -0.15)
H (-1.96, 4.03, 0.51)
H (-2.76, 5.59, 2.25)
H (-2.90, 4.86, 4.63)
H (-2.29, 2.51, 5.23)
H (-1.50, 0.94, 3.52)
H (-2.25, -3.62, 1.30)
H (-1.30, -3.64, 2.82)
H (-2.03, -2.12, 2.25)
H (1.68, -1.86, 1.56)
H (0.34, -1.14, 2.48)
H (0.95, -2.74, 2.94)


| no. | DFT total energy (eV) |
| --- | --- |
| 1 | -228255.0420 |
| 2 | -46235.1890 |
| 3 | -55136.8658 |
| 4 | -7550.3826 |
| 5 | -61536.6827 |